The following is a DFT calculation (ωB97M-V/def2-TZVPD) of a structure of composition C35H40N4P2Pd in a non-equilibrium geometry.

ORCA input file:
```
! RIJCOSX wB97M-V def2-TZVPD def2/J DEFGRID3
* xyz 0 3
Pd -0.03881 -0.13525 -0.22123
C -2.08993 1.84532 -7.99402
C -2.18248 0.59082 -7.54582
C -1.40125 -0.58278 -8.05329
C 0.03245 -0.29778 -8.56780
C 0.89074 0.56239 -7.67722
C 0.96877 1.89582 -7.71660
C 0.22664 2.78344 -8.68384
C -1.19804 2.33597 -9.10110
C 1.96003 1.14408 1.82606
H -2.74358 2.62023 -7.57913
H -2.93562 0.34413 -6.78831
H -1.94979 -1.08338 -8.87114
H -1.34508 -1.31986 -7.23843
H 0.53178 -1.27493 -8.67486
H -0.03416 0.12936 -9.57412
H 1.52506 -0.00024 -6.98508
H 1.66346 2.42994 -7.05554
H 0.80755 2.91905 -9.61416
H 0.16422 3.78072 -8.22321
H -1.68477 3.21694 -9.55089
H -1.11013 1.59021 -9.89878
H 1.88062 2.01946 2.50034
H 2.25758 1.48467 0.82774
H 2.74829 0.49670 2.24804
P 1.50772 -0.55462 -1.77469
P -1.48029 -0.83097 -1.74452
N 2.49408 0.77382 -2.21691
N 2.70748 -1.71354 -1.33768
N -2.17721 0.47782 -2.63590
N -2.88138 -1.70308 -1.28394
C 0.76579 -1.15648 -3.31007
C -0.62321 -1.76785 -3.03089
C 2.33730 2.09370 -1.77474
C 3.28963 2.87761 -2.40943
C 4.03941 2.02548 -3.28706
C 3.53040 0.74390 -3.15699
C 3.56618 -1.57799 -0.23432
C 4.27284 -2.75990 -0.09183
C 3.83188 -3.65992 -1.11540
C 2.85951 -3.00693 -1.85228
C -2.24294 1.77416 -2.11645
C -2.64421 2.63044 -3.13359
C -2.84020 1.83955 -4.31309
C -2.54921 0.52519 -3.97871
C -3.97187 -2.11415 -2.06729
C -4.77840 -2.95312 -1.30045
C -4.16136 -3.06865 -0.00472
C -3.00367 -2.29875 -0.01854
H 1.42677 -1.89193 -3.78342
H 0.70377 -0.28128 -3.98064
H -1.24056 -1.79713 -3.93657
H -0.53744 -2.79729 -2.64105
H 1.55329 2.33308 -1.06966
H 3.43579 3.93721 -2.26860
H 4.85646 2.32132 -3.92606
H 3.80116 -0.18795 -3.62982
H 3.58026 -0.65917 0.33712
H 5.01564 -2.96457 0.66339
H 4.18698 -4.66618 -1.28561
H 2.25027 -3.33557 -2.67923
H -1.98429 1.95887 -1.08307
H -2.78466 3.69798 -3.05597
H -3.14531 2.17959 -5.29303
H -2.56772 -0.37954 -4.57302
H -4.08374 -1.74225 -3.07880
H -5.70346 -3.41579 -1.62233
H -4.53469 -3.65382 0.82801
H -2.27013 -2.08719 0.74633
C 0.62607 0.42613 1.76604
C -0.11862 0.07308 2.74461
C -0.33507 -0.15149 4.12501
C -1.44596 0.34975 4.86575
C -1.36103 0.46009 6.25126
C -0.21511 0.00388 6.92272
C 0.78899 -0.68523 6.22788
C 0.70067 -0.81416 4.84842
H -2.31991 0.71039 4.32213
H -2.17104 0.93060 6.81878
H -0.11845 0.17036 7.99208
H 1.65433 -1.10080 6.75174
H 1.47104 -1.34735 4.29045
*
```

Output
HOMO-LUMO gap (spin up / spin down) = 5.3 / 6.7 eV
Total energy = -64957.09589 eV
HOMO energy (spin up / spin down) = -0.188 / -0.284 Ha
E_LUMO (spin up / spin down) = 0.0084 / -0.0394 Ha



The following is a DFT calculation (ωB97M-V/def2-TZVPD) of a structure of composition C2H3Br3Cl2 in a non-equilibrium geometry.

ORCA input file:
```
! RIJCOSX wB97M-V def2-TZVPD def2/J DEFGRID3
* xyz 1 2
C -6.09787 9.97800 -3.35682
Cl -7.18549 10.63982 -2.13478
Cl -4.69415 10.99426 -3.72309
H -5.81575 9.00942 -2.94408
H -6.59675 9.79448 -4.30842
C -7.27149 4.96230 -3.20481
Br -9.24012 4.75648 -3.43217
Br -6.99398 6.66333 -2.29508
Br -6.21985 4.80301 -4.91692
H -6.81703 4.19374 -2.57960
*
```

Output
HOMO-LUMO gap (spin up / spin down) = 9.0 / 3.3 eV
Total energy = -237283.65837 eV
HOMO energy (spin up / spin down) = -0.531 / -0.510 Ha
E_LUMO (spin up / spin down) = -0.2001 / -0.3898 Ha



The following is a DFT calculation (ωB97M-V/def2-TZVPD) of a cluster of 2 separate species, C9H22NOP in total in a non-equilibrium geometry.

ORCA input file:
```
! RIJCOSX wB97M-V def2-TZVPD def2/J DEFGRID3
* xyz 0 1
C -3.13898 0.29566 -1.63647
C -3.54875 0.53047 0.82856
C -0.08057 -1.02097 1.27416
C 0.74727 -1.65765 -1.00900
C 1.97689 -2.49760 1.06535
C 3.17092 1.66745 -1.08737
C -1.98828 2.09564 -0.31531
C -2.70517 0.96527 -0.30246
C 1.14212 -1.31871 0.46017
N 2.04315 -0.17489 0.49357
O 2.04816 2.19257 1.09805
P 1.62580 1.29199 -0.16084
H -2.50080 0.71434 -2.53220
H -4.22361 0.41140 -1.90782
H -2.76403 -0.71519 -1.45030
H -3.18835 0.92395 1.85657
H -4.61110 0.79244 0.54340
H -3.32414 -0.53638 1.01223
H -0.93538 -1.64232 0.91050
H 0.10162 -1.23029 2.38901
H -0.26037 0.14272 1.26639
H 0.31587 -0.75270 -1.47785
H 0.12248 -2.48644 -1.26356
H 1.62647 -1.85935 -1.50922
H 2.40726 -2.21807 2.07459
H 1.43733 -3.44074 1.24229
H 2.93003 -2.64469 0.50755
H 4.04677 1.43977 -0.42159
H 3.13922 1.16159 -2.24283
H 3.27748 2.82751 -1.08240
H -1.49994 2.51117 0.54089
H -1.70284 2.43171 -1.26679
H 1.22608 2.17151 1.61474
H 3.08738 -0.37116 0.48801
*
```

Output
SMILES = CP(O)NC(C)(C)C.C=C(C)C
HOMO-LUMO gap = 9.3 eV
Total energy = -22514.43065 eV
HOMO energy = -0.313 Ha
E_LUMO = 0.0280 Ha



The following is a DFT calculation (ωB97M-V/def2-TZVPD) of the molecule C6H7N3O4 in a non-equilibrium geometry.

ORCA input file:
```
! RIJCOSX wB97M-V def2-TZVPD def2/J DEFGRID3
* xyz 0 1
C -0.93078 -1.18520 -1.80326
C -2.04195 -1.01100 -2.61366
C -0.90085 0.01754 -1.05097
C 0.04551 1.71198 0.58050
C 1.37083 0.18062 1.89000
C 0.93178 -0.51075 0.64881
N -1.83874 0.87603 -1.45562
N 0.99919 1.59152 1.56244
N -0.15335 0.38001 0.08547
O -0.45497 2.74506 0.28601
O -2.54297 0.25847 -2.41096
O 0.71724 -0.32036 2.99270
O 1.93665 -0.67402 -0.31909
H -0.22146 -1.93883 -1.64793
H -2.38805 -1.73562 -3.30162
H 2.37418 -0.02770 2.06016
H 0.54163 -1.51792 0.64953
H 0.92703 2.20144 2.32574
H -0.18879 -0.35909 2.78616
H 1.81786 -0.68219 -1.26443
*
```

Output
SMILES = O=C1N[C@@H](O)[C@H](O)N1c1ccon1
HOMO-LUMO gap = 9.9 eV
Total energy = -18993.56934 eV
HOMO energy = -0.344 Ha
E_LUMO = 0.0179 Ha